[1]
7
Properties=species:S:1:pos:R:3:forces:R:3:lowdin_charge:R:1 method="wB97M-V/def2-TZVPD" e_tot_ha=-910.4814 smiles="O=C[C@@H](Cl)I" orbital_gap_ev=9.7 mol_weight_da=204.4 lumo_ev=-0.1 total_charge=0
C -0.416 -0.788 0.224 0.0 2.4 0.6 -0.341
C -0.997 0.859 0.330 1.0 -3.0 -0.5 -1.061
H -0.115 1.475 0.530 -0.7 0.4 0.0 0.021
Cl -1.700 1.127 -1.308 0.5 0.3 0.8 0.487
H 0.695 -1.092 0.160 -1.1 1.1 -0.1 0.139
O -1.252 -1.608 0.283 -0.6 -1.3 -0.2 -0.015
I -2.536 0.869 1.865 0.9 0.2 -0.6 0.769


[2]
77
Properties=species:S:1:pos:R:3:forces:R:3:lowdin_charge:R:1 method="wB97M-V/def2-TZVPD" e_tot_ha=-3240.5346 multiplicity=3 orbital_gap_ev="7.0 / 6.0" mol_weight_da=559.5 lumo_ev="-1.8 / -3.0" s2=2.05 total_charge=+1
H -1.553 -1.401 -4.540 0.1 -0.3 0.1 0.051
C -1.955 -1.304 3.241 0.5 0.2 0.2 -0.171
H 4.666 0.801 -2.040 0.0 -0.2 0.1 0.094
H 1.740 4.921 -1.393 0.1 -0.1 0.2 0.096
H -0.481 -3.544 5.356 -0.1 0.2 -0.3 0.109
H -3.748 -0.753 -2.572 -0.1 -0.2 0.2 0.093
C 4.310 0.149 -1.229 -0.3 0.1 0.0 -0.082
H 0.652 -4.315 0.904 -0.3 0.1 0.1 0.093
H 2.216 -3.984 -1.481 0.0 0.1 -0.2 0.055
H 3.783 -0.713 -1.653 0.1 0.3 0.1 0.066
H -1.212 -2.723 -3.378 0.0 0.2 0.0 0.049
P 1.951 1.369 -0.943 -0.2 -0.8 -0.8 0.577
H -3.772 -0.489 3.952 0.3 0.6 0.3 0.137
H -5.219 0.650 -1.505 0.0 0.0 0.3 0.115
H 1.964 4.046 0.145 0.1 -0.1 -0.3 0.082
H 4.760 2.561 -0.168 -0.1 -0.1 0.3 0.089
C -0.218 -3.496 3.212 0.0 0.1 0.0 -0.048
C -1.328 -1.691 2.036 0.0 -0.1 0.1 -0.167
H 2.160 -2.073 1.835 0.0 0.0 -0.1 0.053
H 3.355 4.293 -0.969 -0.3 0.0 0.1 0.087
C 4.223 1.861 0.492 0.1 -0.1 -0.1 -0.097
C -0.424 2.298 0.109 0.1 0.0 0.2 -0.054
H 1.679 3.859 -3.457 0.1 -0.2 0.0 0.094
H 1.819 2.085 -3.604 0.1 0.2 0.2 0.076
H -2.220 1.573 4.354 0.1 0.2 0.1 0.110
C -4.645 0.918 1.845 -0.2 -0.1 -0.3 -0.025
N -1.587 -0.937 0.864 -1.2 -1.1 0.2 -0.080
H 3.612 2.420 1.209 0.1 -0.1 -0.2 0.076
H -5.048 1.355 2.761 0.0 -0.2 -0.3 0.122
H -1.996 0.836 -4.140 0.0 0.3 0.1 0.051
H -1.375 1.737 0.042 0.2 0.2 0.1 0.078
H -0.677 1.573 -3.177 -0.2 -0.1 -0.1 0.026
C 2.273 4.091 -0.908 0.0 0.0 -0.2 -0.091
H -2.035 -1.564 5.368 0.1 -0.3 -0.2 0.122
C 1.634 -3.100 -1.768 0.3 -0.5 -0.1 -0.237
C -1.626 1.026 -3.125 0.0 0.2 -0.4 -0.228
C -3.504 0.110 1.946 0.2 0.5 -0.3 -0.168
C -3.081 -0.982 -1.730 0.0 0.0 -0.3 -0.264
H -3.102 -2.072 -1.547 -0.1 0.4 0.0 0.102
N 0.726 1.348 0.301 1.4 0.9 -0.3 -0.355
N 3.429 0.905 -0.301 -0.3 0.5 0.0 -0.322
H -0.287 2.903 -0.797 -0.1 -0.3 0.3 0.086
H -2.489 0.903 3.942 0.5 0.9 0.4 0.005
P 1.016 -2.268 -0.293 -0.3 -0.1 0.7 0.783
H -0.473 2.964 0.982 -0.1 -0.2 -0.2 0.104
C 2.195 2.968 -3.080 0.0 0.0 0.0 -0.080
C -0.980 -1.687 -3.649 -0.1 -0.1 -0.5 -0.247
H 5.172 -0.205 -0.653 -0.2 0.1 -0.1 0.097
O 1.526 0.344 -1.958 -0.2 0.3 0.8 -0.344
H -6.135 1.751 0.529 0.2 -0.1 0.0 0.107
H 0.092 -1.611 -3.868 -0.2 0.0 0.0 0.045
H 0.806 -3.396 -2.421 0.2 0.0 0.2 0.031
C 2.468 -2.048 0.784 0.6 -0.4 -0.2 -0.224
H 3.180 -2.861 0.598 0.1 0.1 0.2 0.056
P -1.374 -0.569 -2.289 -0.7 0.0 0.0 0.777
C -1.602 -1.942 4.439 0.2 -0.4 -0.1 -0.026
H 2.952 -1.085 0.578 -0.1 -0.4 0.1 0.002
C 0.005 -3.448 0.702 0.3 -0.3 -0.2 -0.262
H -0.834 -3.789 0.071 0.2 0.2 0.2 0.101
H 0.413 -4.388 3.187 -0.2 0.3 0.1 0.117
H 4.966 1.279 1.052 -0.2 0.2 0.0 0.097
H 2.274 -2.403 -2.324 -0.2 -0.1 0.1 0.041
H 3.274 3.077 -3.267 -0.2 0.0 -0.1 0.092
V -0.253 -0.416 -0.341 0.6 1.5 0.3 0.330
C -2.962 -0.244 3.257 -0.9 -2.3 -1.4 -0.132
C -4.714 0.541 -0.544 0.2 0.0 0.1 -0.047
C -5.238 1.142 0.607 0.0 0.0 0.1 -0.070
H 0.410 0.634 2.274 0.1 0.3 -0.1 0.095
C 1.158 1.219 1.718 -0.1 0.0 0.2 -0.070
C -0.734 -3.030 4.426 -0.1 0.1 0.1 -0.069
H 2.119 0.697 1.782 -0.3 0.1 -0.1 0.072
C -0.493 -2.845 2.010 -0.3 0.3 -0.2 -0.220
N 1.926 2.862 -1.636 0.2 0.2 0.2 -0.318
H -2.358 1.636 -2.584 0.1 -0.1 0.0 0.052
C -2.879 -0.344 0.763 0.0 0.0 0.0 -0.172
C -3.543 -0.213 -0.494 0.4 -0.2 0.4 -0.218
H 1.250 2.226 2.153 0.0 -0.3 0.1 0.096


[3]
57
Properties=species:S:1:pos:R:3:forces:R:3:lowdin_charge:R:1 method="wB97M-V/def2-TZVPD" e_tot_ha=-1452.2519 orbital_gap_ev=9.7 mol_weight_da=342.3 lumo_ev=-0.3 total_charge=0
H -0.916 2.004 -2.068 0.7 0.9 1.2 0.047
H -2.907 -2.419 -2.418 -1.3 -0.6 -0.4 0.049
H -1.054 -1.219 0.695 0.8 0.2 0.6 0.069
H 2.214 -4.422 -1.630 -0.5 0.0 -0.5 0.060
H -1.171 2.974 2.553 -0.2 0.4 0.4 0.029
H -1.090 -4.568 0.534 -0.1 0.3 0.1 0.042
H 3.164 1.781 -1.184 -0.1 0.7 0.9 0.015
O 1.108 4.460 0.581 0.4 -0.9 -0.3 -0.040
O 1.243 -4.462 -1.739 1.7 -0.1 -0.4 -0.065
O -2.892 -1.525 -2.718 2.4 1.1 0.4 -0.025
H -2.614 -1.805 3.207 -0.4 -0.1 -0.2 -0.009
H 2.145 2.393 3.831 0.5 -0.3 0.0 0.031
H -0.812 -2.470 2.817 -0.1 -1.4 0.2 0.039
O -1.604 2.842 1.703 1.2 -0.7 -0.1 -0.057
H -1.454 -0.398 -3.196 0.7 0.6 0.8 0.048
H 0.936 -0.611 -4.018 0.6 -0.2 -0.6 -0.021
O 0.964 -0.829 3.287 2.9 1.0 -1.7 -0.135
O -2.857 1.542 -2.436 -0.7 0.1 -0.8 -0.060
H 0.991 -4.606 -0.830 -1.0 -0.3 0.3 -0.029
O -0.233 -1.076 1.219 -1.4 0.5 -0.7 -0.102
H -3.433 2.259 -2.758 0.4 -0.2 1.0 0.076
H 1.698 4.805 1.255 -0.4 0.4 0.1 0.042
H 0.392 5.062 0.381 0.0 0.3 0.3 0.043
H 1.605 -0.636 2.443 -2.2 -0.7 3.2 0.143
O 1.237 2.665 3.895 -0.4 0.9 -0.4 -0.032
H 3.840 -0.240 -1.282 0.1 -0.2 0.1 0.005
H 0.779 2.001 4.389 -0.3 -0.7 0.4 0.016
H -0.816 2.466 1.247 -0.8 0.4 -0.3 0.030
H 3.430 2.993 -0.226 -0.7 0.1 0.5 0.017
H 0.361 2.702 -2.071 0.9 0.6 -0.3 0.044
O 4.572 -0.234 -0.652 0.9 2.1 -0.5 -0.109
O 1.397 1.214 -0.134 1.8 -0.2 1.4 -0.051
O 1.616 -0.232 -4.613 -0.5 1.0 0.4 -0.102
O -2.640 -0.978 3.696 0.2 1.0 0.3 -0.061
O -0.226 -4.962 0.405 0.3 -0.2 0.4 -0.043
O -4.150 1.434 2.441 -0.1 0.2 0.5 -0.045
H -2.642 1.608 -1.498 -0.7 0.5 -0.1 0.049
H -3.455 0.814 2.250 0.4 -0.5 -0.8 -0.014
H -3.320 -0.364 3.381 0.0 -0.8 0.3 0.004
H 0.531 -2.476 -2.859 0.9 0.5 0.4 0.064
H 0.913 1.998 -0.383 -0.9 -0.1 -0.5 -0.027
H -3.587 2.141 2.778 -0.3 0.5 -0.1 0.029
H 2.022 -2.523 -2.902 0.5 -0.2 -0.1 0.038
H -0.415 -0.303 1.805 0.1 -0.9 -0.6 0.046
O -0.361 2.607 -1.460 -1.8 -0.9 -1.5 -0.084
H -0.574 -0.240 -1.955 0.2 -0.6 0.8 0.018
O 1.321 -1.900 -2.739 -1.6 -0.6 0.4 -0.079
O -1.485 -3.181 2.664 -0.3 0.1 -0.5 -0.087
H -1.388 -4.058 3.075 0.6 1.1 0.2 0.074
H 1.445 -0.513 4.084 -0.2 -0.3 -0.9 0.049
H 0.370 -4.451 0.970 -0.4 0.0 0.2 0.056
H 4.933 0.721 -0.776 -0.9 -2.3 0.5 0.066
H 1.112 0.417 -0.560 -0.7 -0.3 -0.4 0.013
O 3.816 2.444 -0.894 0.9 -0.4 -1.3 -0.066
H 1.699 0.616 -4.147 0.3 -0.1 -0.6 0.022
H -3.561 -1.000 -3.132 -1.3 -0.7 0.0 0.047
O -0.745 0.163 -2.792 -0.1 -0.2 -1.4 -0.075


[4]
14
Properties=species:S:1:pos:R:3:forces:R:3:lowdin_charge:R:1 method="wB97M-V/def2-TZVPD" e_tot_ha=-415.9877 smiles="C[C@@](O)(C#N)C(N)=O" orbital_gap_ev=11.3 mol_weight_da=114.1 lumo_ev=0.6 total_charge=0
H -1.542 -0.800 -1.224 -0.5 0.2 0.2 0.078
N -2.539 1.369 1.148 -0.3 -0.1 0.4 0.180
H 0.154 -0.967 -1.646 -1.1 1.3 2.0 0.144
H 0.324 0.333 2.458 1.2 0.7 -3.0 0.183
H -0.426 -1.228 0.061 0.1 -0.7 1.0 0.058
H 1.971 0.757 1.878 -1.4 -0.6 0.1 0.146
C -0.447 0.939 -0.376 -1.2 -3.7 0.5 -0.497
O -0.578 1.723 -1.484 -0.2 -0.1 -0.1 0.072
O 1.845 1.478 -0.195 -0.4 -0.1 -0.2 0.071
C -0.579 -0.605 -0.777 1.4 0.3 -2.9 0.004
H 0.161 2.303 -1.413 1.2 1.2 -0.5 0.092
N 0.977 0.552 1.610 1.1 -0.8 4.4 0.166
C -1.605 1.134 0.530 0.3 0.6 -0.2 -0.158
C 0.871 1.002 0.378 -0.2 1.8 -1.8 -0.539


[5]
59
Properties=species:S:1:pos:R:3:forces:R:3:lowdin_charge:R:1 method="wB97M-V/def2-TZVPD" e_tot_ha=-1359.1191 orbital_gap_ev=9.1 mol_weight_da=341.3 lumo_ev=-0.2 total_charge=0
H 0.194 2.953 -2.129 -0.1 0.4 0.4 0.003
H -0.047 0.222 -0.094 0.4 0.4 0.4 0.039
H -0.841 1.283 -3.234 0.2 -0.2 -0.3 0.046
H -2.508 -0.575 -0.950 -0.5 0.1 0.6 -0.008
O -1.261 5.015 -0.349 0.2 -0.2 -0.1 -0.054
H -3.268 -1.791 -1.468 -0.6 -0.3 0.3 0.047
H -1.437 3.258 -0.486 0.2 -0.3 -0.4 0.021
H -4.219 0.158 0.572 0.1 0.2 -0.2 0.053
O -4.160 -0.925 3.347 0.8 -1.3 0.1 -0.057
O 3.561 -0.154 -2.882 0.2 -0.7 0.1 -0.047
C 2.929 -2.282 1.496 -1.4 0.7 -0.5 -0.017
H -2.142 1.992 -0.891 -0.5 -0.4 0.0 0.047
O 0.280 1.865 1.606 -1.0 1.0 0.1 -0.033
O -0.553 2.139 -3.557 -0.4 0.5 0.5 -0.031
O -1.085 -2.717 -3.808 0.2 -1.1 -0.5 -0.035
H 0.069 2.538 0.933 0.8 -0.5 -0.5 0.042
H 1.433 0.536 1.891 0.4 0.1 -0.5 0.032
H -1.397 0.460 3.127 0.7 0.3 -0.1 0.002
H 2.708 -0.548 -3.080 -0.4 0.0 -0.1 0.038
H -3.627 -0.426 1.807 0.4 0.1 -0.3 -0.002
H -3.258 -0.912 3.727 0.0 1.2 0.3 0.025
H -1.463 -1.894 -3.549 -0.3 1.1 0.5 0.000
H -0.099 2.081 -4.392 0.2 -0.5 -0.4 0.061
O 3.485 2.412 -3.275 -0.1 0.4 0.2 -0.078
H 0.870 -3.270 -3.357 -0.1 0.4 0.1 0.007
H -0.808 -0.977 -0.796 0.6 -0.5 0.2 0.022
H 2.840 2.180 -2.599 0.0 0.0 0.0 0.003
H -0.320 -0.827 2.386 -0.1 0.4 -0.4 0.020
H -4.170 -1.884 3.197 -0.9 0.1 -0.2 0.069
C 0.641 -1.625 0.568 -2.0 1.0 -0.6 -0.378
H -0.570 1.946 2.060 0.2 -0.4 0.4 0.056
O 1.628 -2.939 -2.858 0.5 -0.1 -0.1 -0.068
H 2.532 -3.248 1.192 0.5 -0.2 -0.3 0.071
H 3.943 -2.084 1.155 0.1 -0.5 0.5 0.078
H -0.717 4.848 -1.142 0.0 0.2 0.0 0.034
H 1.263 -2.364 -2.181 -0.3 0.1 0.1 -0.006
H 1.533 3.567 -2.188 0.5 0.6 0.0 0.027
H 4.123 -0.934 -2.868 0.3 0.0 0.1 0.060
H 0.091 -2.448 2.477 -0.3 0.1 -0.5 0.101
H -1.346 -1.990 1.562 0.2 0.0 -0.6 0.080
H -1.201 0.400 4.725 0.7 0.1 -0.5 0.061
H -1.756 -3.352 -3.544 0.0 -0.2 0.0 0.051
C -0.312 -1.699 1.749 0.9 -0.7 2.2 -0.053
H 2.654 -0.643 0.171 -1.0 0.0 -0.8 0.133
N 0.112 -0.704 -0.460 -0.3 -0.6 -0.9 0.069
H 0.550 -2.675 0.253 1.0 0.4 -0.9 0.138
O 1.044 -0.393 4.561 -0.2 0.9 0.3 -0.069
O 2.041 -0.205 2.055 -0.6 0.1 -0.8 -0.110
H -0.574 5.023 0.329 -0.1 0.3 0.1 0.055
H 1.171 -0.105 3.629 0.3 -0.9 0.7 0.004
O -2.522 -1.233 -1.645 0.5 0.2 -1.1 -0.051
H 2.772 -2.219 2.572 0.6 -0.1 0.0 0.076
O -3.360 -0.143 0.891 -0.5 0.0 0.2 -0.086
H 0.755 -1.304 4.550 0.0 -0.2 -0.3 0.028
O -1.739 0.174 3.963 -1.5 -0.5 0.7 -0.037
O -1.257 2.331 -0.787 -0.5 0.4 0.5 -0.082
C 2.026 -1.133 0.912 2.0 -1.0 2.8 -0.320
O 0.736 3.624 -1.658 0.2 -0.4 -0.4 -0.079
H 4.031 1.616 -3.236 0.0 0.0 -0.3 0.004


[6]
90
Properties=species:S:1:pos:R:3:forces:R:3:lowdin_charge:R:1 method="wB97M-V/def2-TZVPD" e_tot_ha=-3447.4838 multiplicity=4 orbital_gap_ev="6.6 / 4.9" mol_weight_da=745.9 lumo_ev="-5.5 / -8.2" s2=3.83 total_charge=+2
C -3.143 1.074 2.669 -0.1 0.8 0.2 -0.147
C -2.910 -4.269 3.058 0.0 0.2 -0.4 -0.049
H -3.897 -2.801 -8.942 -0.1 0.0 0.4 0.114
C 4.316 0.918 2.066 1.1 0.3 -0.2 -0.083
C -1.014 -0.720 -5.524 0.4 0.3 0.1 -0.088
H -1.791 2.090 -2.214 -0.7 -0.2 0.2 0.153
C -1.272 -1.016 -1.349 0.1 0.4 -0.2 -0.073
C 0.222 -2.373 -4.255 0.3 0.4 -0.1 -0.095
H -1.734 -6.164 -0.792 -0.1 -0.1 -0.3 0.100
H -2.095 1.948 -0.486 -0.1 -0.1 -0.2 0.117
C -1.859 -3.825 2.237 -0.1 -0.1 0.1 -0.065
H 4.454 -0.945 0.944 -0.2 0.3 0.3 0.156
C 0.189 -0.111 -5.903 -0.1 -0.1 0.0 -0.063
C -6.067 -2.440 -6.329 0.1 0.0 0.0 -0.065
C -2.159 -4.627 -2.238 0.2 -0.6 -0.1 -0.100
C 3.445 1.838 2.674 0.2 0.6 0.2 -0.095
C 3.795 -0.191 1.383 0.4 -0.3 -0.3 -0.096
C 1.424 -1.753 -4.619 -0.2 -0.1 0.1 -0.071
C -1.927 -6.978 -2.798 0.0 0.4 0.0 -0.063
H -0.602 -1.721 -1.844 -0.4 -0.1 -0.1 0.118
H -0.136 0.644 -0.496 0.0 -0.1 -0.3 0.067
C -3.726 -2.001 3.183 0.2 -0.2 0.0 -0.008
H -0.832 -2.149 1.387 -0.3 -0.2 0.3 0.093
C -4.254 -2.691 -7.915 0.0 0.0 0.4 -0.058
H 1.349 2.316 3.078 0.4 0.0 -0.3 0.160
O -3.233 -1.689 -2.740 0.4 2.2 1.8 0.015
C 1.406 -0.613 -5.430 -0.2 -0.1 0.1 -0.068
O 0.582 -1.386 4.868 2.6 1.8 -2.3 0.204
H -3.055 -5.329 3.240 0.2 0.1 0.2 0.115
C -2.628 -1.499 2.446 0.0 -0.8 -0.1 -0.141
H 2.371 -2.171 -4.267 -0.3 0.2 -0.2 0.109
H -0.089 0.557 -2.260 -0.4 0.0 0.2 0.131
H -4.516 -1.349 3.505 0.1 -0.5 -0.1 0.077
H -3.038 4.510 2.477 -0.2 -0.3 0.1 0.114
C -1.005 -1.822 -4.658 0.2 0.2 0.2 -0.253
H -2.198 -7.477 -4.888 0.0 0.2 0.2 0.115
C 3.728 -1.782 3.798 1.6 -3.9 1.7 -0.056
C -2.634 -0.810 -1.943 0.4 -3.6 -1.5 -0.199
H -1.388 -1.328 -0.303 -0.3 -0.1 -0.2 0.101
Cr 2.902 -0.120 3.333 0.7 -0.8 1.4 0.267
C -1.973 1.355 -1.408 0.8 -0.3 0.4 -0.098
H -4.642 -3.642 4.200 0.1 -0.1 -0.2 0.120
C -2.369 -4.316 -3.587 -0.2 0.0 0.5 -0.240
H -7.134 -2.357 -6.118 0.3 0.0 -0.1 0.111
H -1.136 -4.540 1.828 -0.3 0.3 0.2 0.112
H 5.395 1.048 2.161 -0.4 -0.1 0.0 0.152
C -5.624 -2.570 -7.653 0.3 0.0 0.4 -0.060
C 3.458 0.305 5.114 1.0 0.5 4.6 -0.053
C -0.733 0.411 -1.375 0.6 0.7 -0.2 -0.139
H -2.184 -3.837 -1.483 0.0 -0.2 -0.1 0.086
C -2.400 -5.352 -4.537 0.1 -0.3 0.3 -0.059
C -1.058 0.226 1.848 1.4 0.3 -0.2 -0.003
H -5.090 4.263 3.894 0.3 -0.1 0.1 0.116
C -2.177 -6.679 -4.144 0.0 0.4 0.1 -0.055
C -3.396 3.518 2.762 0.0 -0.3 0.1 -0.057
O 4.128 -2.761 4.286 -1.2 3.4 -1.9 0.201
C -3.111 0.441 -1.628 -1.0 1.9 -0.8 0.139
H 0.166 0.752 -6.571 0.1 -0.3 0.2 0.114
H -5.800 1.973 4.631 0.1 0.1 -0.1 0.119
C -1.708 -2.474 1.959 0.0 0.2 0.3 -0.054
H -4.142 0.765 -1.770 0.2 -0.2 0.1 0.157
C -4.251 0.993 3.536 -0.1 0.1 0.1 -0.015
C -3.830 -3.342 3.543 0.3 0.2 -0.4 -0.043
C -4.518 3.385 3.602 0.0 0.0 -0.5 -0.050
H 2.343 -0.124 -5.703 -0.3 -0.2 0.0 0.112
C 1.534 0.637 1.759 -0.8 -0.5 0.1 -0.258
C -3.334 -2.672 -6.854 -0.3 0.1 -0.3 -0.095
Si -2.607 -2.551 -4.097 0.5 -1.6 -1.6 0.678
H -4.572 0.047 3.935 0.0 0.5 0.0 0.076
H -6.343 -2.582 -8.475 0.2 0.0 0.3 0.114
C 0.119 0.487 1.625 -0.3 -0.4 0.7 0.045
H -1.743 -8.008 -2.489 -0.1 0.3 -0.1 0.112
C 2.409 -0.367 1.290 -0.8 -0.6 -1.3 -0.087
H -2.269 -2.774 -7.074 -0.3 0.1 0.1 0.110
H -2.599 -5.122 -5.586 0.0 -0.1 0.3 0.107
O 3.718 0.353 6.251 -0.8 0.1 -4.3 0.202
H 0.238 -3.293 -3.662 0.0 0.3 -0.1 0.108
C 1.400 -0.867 4.223 -3.5 -2.0 2.3 -0.058
C -5.148 -2.417 -5.273 -0.3 0.0 -0.6 -0.086
H -5.499 -2.319 -4.245 0.0 0.0 -0.3 0.102
H 3.830 2.675 3.260 0.0 -0.4 -0.1 0.157
C 2.061 1.663 2.567 -1.0 1.4 -0.1 -0.080
C -2.727 2.388 2.296 -0.2 -0.1 0.3 -0.038
C -4.944 2.114 3.979 0.4 0.1 -0.3 -0.048
H 1.967 -1.256 0.832 0.3 0.4 0.0 0.153
H -1.964 -0.342 -5.910 0.3 0.0 0.1 0.111
C -2.347 -0.076 2.241 -0.5 -0.1 0.5 -0.089
H -1.841 2.509 1.663 -0.4 0.0 0.2 0.095
C -3.776 -2.520 -5.527 -0.4 0.4 0.1 -0.258
C -1.921 -5.950 -1.846 0.0 0.1 -0.1 -0.075